The following is a DFT calculation (ωB97M-V with the def2-TZVPD basis set) of a molecular structure, C25H18Co2O10S.

```
56
C25H18Co2O10S | the Open Molecules 2025 dataset | ωB97M-V with the def2-TZVPD basis set
C -4.30 3.55 1.69
C -3.82 2.81 0.46
O -2.81 3.49 -0.22
C -2.27 2.66 -1.18
C -1.22 3.16 -1.95
S -0.48 2.21 -3.27
C -0.55 3.54 -4.48
C -1.62 3.61 -5.33
C -1.71 4.65 -6.24
C -0.73 5.61 -6.28
C 0.36 5.53 -5.43
C 0.46 4.48 -4.53
O 0.99 2.05 -3.01
O -1.41 1.21 -3.90
O -2.72 1.51 -1.32
H -5.25 3.18 2.07
H -3.56 3.49 2.50
H -4.42 4.61 1.45
H -3.42 1.81 0.72
H -4.64 2.64 -0.26
H -0.85 4.16 -1.76
H -2.36 2.83 -5.30
H -2.55 4.70 -6.91
H -0.81 6.44 -6.96
H 1.14 6.27 -5.47
H 1.31 4.37 -3.88
O -1.45 -3.87 2.91
C -0.76 -3.49 2.09
Co 0.41 -2.90 0.88
C -0.07 -3.54 -0.78
O -0.39 -3.97 -1.78
C 0.47 -1.08 0.99
O 0.48 0.05 1.15
C 2.17 -3.11 2.05
C 1.65 -2.97 3.44
C 1.31 -1.70 3.91
C 0.73 -1.51 5.14
C 0.51 -2.60 5.95
C 0.86 -3.87 5.54
C 1.44 -4.04 4.30
C 1.87 -4.21 1.11
C 1.88 -5.59 1.56
Co 3.50 -3.10 0.50
C 3.79 -1.32 0.76
O 3.98 -0.21 0.96
C 3.19 -3.41 -1.30
O 3.01 -3.60 -2.40
C 4.89 -4.05 1.14
O 5.77 -4.64 1.57
H 1.50 -0.85 3.27
H 0.41 -0.53 5.47
H 0.10 -2.47 6.95
H 0.68 -4.72 6.17
H 1.77 -5.02 3.99
H 2.39 -6.33 0.97
H 1.16 -5.95 2.28
```

Values from the calculation:
- E_LUMO: 3.89 eV
- Energy: -4879.432608 Eh
- Total charge: -2
- Max |F|: 4.91 eV/Å
- Kohn-Sham gap: 5.25 eV